Record 1
This record from OMol25 describes a molecular structure, C34H47MoP2S2Si4 at a distorted geometry. The level of theory is ωB97M-V with the def2-TZVPD basis set.

Calculated values
Net charge ... +1
Spin multiplicity ... 3
LUMO energy (spin up / spin down) ... -3.405 / -4.037 eV
Gap between HOMO and LUMO (spin up / spin down) ... 6.6 / 6.4 eV
Calculated total energy ... -4028.9208 hartree

CARTESIAN COORDINATES (ANGSTROEM)
Mo (-1.008, 0.654, 0.940)
S (-0.182, -0.669, 2.837)
S (-0.210, 2.598, -0.555)
P (1.490, -0.404, 1.678)
P (1.266, 1.240, -0.874)
Si (-2.467, -0.926, -0.154)
Si (-3.446, -2.812, 0.904)
Si (-3.073, 2.034, 0.938)
Si (-3.062, -0.718, -2.446)
C (4.020, 1.132, -0.982)
C (-3.233, 3.803, 0.402)
C (2.864, -2.615, 0.709)
C (2.492, 0.904, 2.437)
C (1.868, 2.073, 2.868)
C (0.913, 1.622, -3.615)
C (3.610, -3.780, 0.848)
C (-2.585, 0.984, -3.023)
C (1.642, -0.575, -2.934)
C (-3.132, -2.715, 2.733)
C (3.873, 0.777, 2.569)
C (0.811, -0.104, 0.115)
C (-2.452, 1.962, 2.776)
C (-5.284, -2.783, 0.586)
C (-2.182, -2.024, -3.442)
C (-2.683, -4.332, 0.147)
C (0.971, 1.225, -4.943)
C (2.479, -1.902, 1.837)
C (5.298, 1.666, -0.984)
C (1.248, 0.721, -2.607)
C (4.395, 3.830, -0.439)
C (3.570, -3.516, 3.243)
C (5.485, 3.017, -0.718)
C (1.698, -0.969, -4.265)
C (4.612, 1.803, 3.145)
C (-4.908, -0.946, -2.615)
C (1.363, -0.068, -5.267)
C (3.962, -4.226, 2.111)
C (-4.775, 1.243, 0.898)
C (3.109, 3.300, -0.431)
C (2.604, 3.092, 3.448)
C (2.921, 1.952, -0.711)
C (2.827, -2.354, 3.111)
C (3.979, 2.953, 3.591)
H (-2.986, 2.782, 3.266)
H (-2.442, -1.896, -4.498)
H (-3.565, -1.797, 3.150)
H (4.557, 3.744, 4.055)
H (2.001, -1.979, -4.519)
H (5.686, 1.700, 3.243)
H (4.542, -5.134, 2.221)
H (4.371, -0.120, 2.225)
H (-5.536, 1.900, 1.339)
H (0.598, 2.626, -3.356)
H (-2.695, 1.037, 3.294)
H (1.876, -1.281, -2.145)
H (0.709, 1.923, -5.728)
H (0.801, 2.184, 2.766)
H (-1.591, -4.318, 0.212)
H (-5.739, -3.655, 1.072)
H (4.543, 4.882, -0.226)
H (2.107, 3.993, 3.787)
H (2.516, -1.801, 3.990)
H (-1.093, -1.940, -3.349)
H (-5.759, -1.884, 0.997)
H (-1.595, 1.252, -2.658)
H (-3.589, -3.567, 3.249)
H (-5.175, -0.851, -3.674)
H (-5.476, -0.193, -2.060)
H (-2.264, 4.302, 0.319)
H (3.842, -3.873, 4.229)
H (2.565, -2.260, -0.270)
H (-5.519, -2.835, -0.481)
H (-4.775, 0.299, 1.458)
H (3.911, -4.339, -0.031)
H (-3.291, 1.739, -2.655)
H (1.402, -0.377, -6.305)
H (-5.083, 1.034, -0.135)
H (-5.233, -1.934, -2.277)
H (-2.963, -4.430, -0.907)
H (-3.042, -5.222, 0.677)
H (2.255, 3.929, -0.214)
H (-1.389, 2.180, 2.944)
H (6.484, 3.437, -0.733)
H (-2.571, 1.032, -4.117)
H (3.878, 0.080, -1.204)
H (-2.476, -3.035, -3.140)
H (6.149, 1.029, -1.197)
H (-2.062, -2.714, 2.955)
H (-3.732, 3.868, -0.571)
H (-3.843, 4.338, 1.134)

Record 2
This record from OMol25 describes a gas-phase ion, C4H10NOS (charge -1) at a distorted geometry. The level of theory is ωB97M-V with the def2-TZVPD basis set.

Calculated values
Net charge ... -1
LUMO energy ... 3.087 eV
Gap between HOMO and LUMO ... 5.8 eV
Calculated total energy ... -686.4974 hartree
Structure (SMILES) ... C[C@@H](CS)NC[O-]

CARTESIAN COORDINATES (ANGSTROEM)
S (0.517, 1.626, -2.296)
O (-2.236, -1.064, -0.595)
N (-0.478, -0.827, 1.004)
C (1.796, -0.034, 0.820)
C (0.369, 0.145, 0.278)
C (-1.926, -0.632, 0.663)
C (0.189, 0.145, -1.239)
H (-0.266, -1.776, 0.704)
H (0.658, -0.722, -1.705)
H (2.709, 0.011, 0.240)
H (-2.591, -1.086, 1.408)
H (0.003, 1.120, 0.621)
H (-0.904, 0.066, -1.337)
H (0.581, 3.063, -2.379)
H (1.841, -1.019, 1.335)
H (1.822, 0.518, 1.777)
H (-2.083, 0.467, 0.702)

Question: What is the formula in the first record?
Answer: C34H47MoP2S2Si4